Formula: C12H28Cl4O4
Source: the Open Molecules 2025 dataset
Level of theory: ωB97M-V/def2-TZVPD

Atoms and positions in Å:
C1 -2.77 3.64 1.10
O1 -3.76 3.56 0.09
C2 -3.32 2.71 -0.96
C3 -4.50 2.37 -1.85
O2 -5.05 3.48 -2.50
C4 -5.97 3.08 -3.49
H1 -1.86 4.04 0.66
H2 -2.61 2.64 1.50
H3 -3.19 4.21 1.93
H4 -2.95 1.77 -0.55
H5 -2.54 3.24 -1.51
H6 -5.24 1.95 -1.15
H7 -4.21 1.60 -2.58
H8 -5.48 2.34 -4.14
H9 -6.23 3.95 -4.09
H10 -6.89 2.68 -3.06
C5 4.43 -0.56 -0.07
O3 3.06 -0.49 -0.35
C6 2.77 -0.89 -1.68
C7 1.29 -1.06 -1.85
O4 0.83 -2.18 -1.09
C8 -0.59 -2.28 -1.12
H11 4.64 0.15 0.72
H12 5.01 -0.28 -0.95
H13 4.80 -1.55 0.22
H14 3.23 -1.87 -1.84
H15 3.16 -0.17 -2.40
H16 0.96 -1.23 -2.88
H17 0.72 -0.18 -1.52
H18 -0.93 -2.52 -2.13
H19 -1.00 -1.35 -0.72
H20 -0.86 -3.02 -0.37
Cl1 -1.45 -1.70 2.61
C9 -0.08 -0.61 2.97
C10 0.58 -0.07 1.72
Cl2 -0.58 0.84 0.73
H21 0.63 -1.33 3.37
H22 -0.33 0.18 3.67
H23 1.13 -0.81 1.14
H24 1.37 0.60 2.06
Cl3 3.39 -1.26 3.11
C11 3.48 -2.91 2.43
C12 4.89 -3.47 2.41
Cl4 5.65 -3.33 4.05
H25 3.08 -2.81 1.42
H26 2.86 -3.58 3.03
H27 5.56 -3.02 1.68
H28 4.86 -4.54 2.22

The LUMO energy is 0.619 eV. Its total energy is -71175.559 eV. For the energy relative to the best compared isomer or geometry (same formula, charge and spin), the calculation gives 20.7 kJ/mol. The HOMO energy comes out at -9.577 eV. The calculation puts the orbital gap at 10.20 eV. Its SMILES is COCCOC.COCCOC.ClCCCl.ClCCCl. Its largest force on an atom is 0.02767 hartree/bohr.

Formula: C12H28ClIN3OP2W
Source: the Open Molecules 2025 dataset
Level of theory: ωB97M-V/def2-TZVPD

Atoms and positions in Å:
C1 4.79 -0.26 -3.54
I1 3.06 -0.26 -2.22
H1 4.71 0.59 -4.22
H2 4.81 -1.21 -4.09
H3 5.68 -0.17 -2.91
W1 -0.05 0.69 -0.51
P1 -0.86 -0.70 -2.28
C2 -0.61 -2.50 -2.27
C3 -2.66 -0.50 -2.44
H4 -2.98 -1.04 -3.35
H5 -0.76 -0.64 -4.68
H6 -2.92 0.57 -2.54
H7 -0.34 0.95 -3.97
H8 -0.93 -2.90 -1.31
H9 -3.16 -0.91 -1.56
C4 -0.20 -0.13 -3.88
H10 -1.21 -2.92 -3.09
H11 0.88 -0.35 -3.93
H12 0.46 -2.72 -2.42
P2 1.43 1.65 1.14
C5 2.41 0.66 2.31
C6 2.60 2.82 0.40
H13 -0.26 3.35 1.63
H14 1.02 3.25 2.89
H15 -0.29 2.02 2.82
C7 0.36 2.67 2.22
H16 2.07 3.48 -0.30
H17 3.04 3.41 1.21
H18 2.82 1.35 3.06
H19 3.21 0.15 1.76
H20 3.36 2.26 -0.15
H21 1.76 -0.09 2.79
Cl1 0.02 2.60 -1.81
C8 -0.97 -2.97 3.40
N1 -1.51 -1.83 2.66
C9 -2.72 -1.28 3.03
C10 -3.24 -0.21 2.35
C11 -2.49 0.39 1.34
N2 -1.30 -0.15 0.98
C12 -0.79 -1.29 1.60
O1 0.30 -1.75 1.20
N3 -2.83 1.47 0.60
H22 -0.81 -2.74 4.46
H23 -0.01 -3.26 2.98
H24 -1.63 -3.85 3.37
H25 -3.20 -1.79 3.88
H26 -4.21 0.20 2.60
H27 -3.73 1.92 0.75
H28 -2.14 1.98 0.03

The LUMO energy (alpha / beta) is -12.828 / -11.993 eV. Its total energy is -60416.107 eV. For the energy relative to the best compared isomer or geometry (same formula, charge and spin), the calculation gives 0.0 kJ/mol. As for the spin multiplicity: 3. Its expectation value of S² is 2.04. The HOMO energy (alpha / beta) comes out at -17.920 / -17.919 eV. The calculation puts the orbital gap (alpha / beta) at 5.09 / 5.93 eV. As for the charge: +3. Its largest force on an atom is 0.06651 hartree/bohr.

Formula: C12H28CrFN4O4
Source: the Open Molecules 2025 dataset
Level of theory: ωB97M-V/def2-TZVPD

Atoms and positions in Å:
Cr1 0.82 -1.49 -0.27
F1 1.27 0.39 0.23
C1 -1.41 -1.76 -3.97
C2 -0.47 -0.83 -3.27
O1 -0.24 -0.92 -2.05
N1 0.10 0.11 -4.03
C3 0.98 1.16 -3.52
H1 -1.01 -2.77 -3.90
H2 -1.56 -1.52 -5.02
H3 -2.38 -1.71 -3.48
H4 -0.20 0.20 -4.98
H5 1.00 1.18 -2.44
H6 0.62 2.12 -3.87
H7 2.00 1.01 -3.87
C4 -3.25 -0.89 -0.21
C5 -2.20 -0.93 0.87
O2 -1.06 -1.37 0.65
N2 -2.52 -0.43 2.06
C6 -1.64 -0.40 3.21
H8 -3.91 -1.76 -0.17
H9 -2.75 -0.87 -1.17
H10 -3.86 0.00 -0.09
H11 -3.47 -0.10 2.14
H12 -2.04 -0.98 4.03
H13 -1.57 0.63 3.57
H14 -0.64 -0.73 2.95
C7 -1.39 2.24 -0.92
C8 -0.57 3.49 -0.82
O3 -1.01 4.63 -0.94
N3 0.74 3.24 -0.54
C9 1.73 4.28 -0.71
H15 -2.45 2.43 -0.74
H16 -1.02 1.51 -0.20
H17 -1.39 1.82 -1.93
H18 1.01 2.28 -0.32
H19 2.70 3.99 -0.30
H20 1.43 5.21 -0.24
H21 1.90 4.47 -1.77
C10 3.54 -0.84 2.62
C11 2.50 -1.91 2.44
O4 2.11 -2.19 1.29
N4 2.00 -2.51 3.50
C12 1.15 -3.70 3.45
H22 3.18 -0.12 3.36
H23 3.70 -0.31 1.69
H24 4.53 -1.17 2.94
H25 2.20 -2.19 4.43
H26 0.88 -3.93 4.48
H27 1.69 -4.51 2.96
H28 0.23 -3.53 2.89

The LUMO energy (alpha / beta) is -3.100 / -2.962 eV. Its total energy is -58185.768 eV. As for the spin multiplicity: 5. Its expectation value of S² is 6.01. The HOMO energy (alpha / beta) comes out at -11.099 / -11.099 eV. The calculation puts the orbital gap (alpha / beta) at 8.00 / 8.14 eV. As for the charge: +1. Its largest force on an atom is 0.04679 hartree/bohr.

Formula: C12H28Cs4N4O8S
Source: the Open Molecules 2025 dataset
Level of theory: ωB97M-V/def2-TZVPD

Atoms and positions in Å:
Cs1 -1.45 4.52 3.18
Cs2 -2.05 6.57 -2.34
Cs3 3.35 5.14 -2.73
Cs4 3.94 4.38 3.04
S1 0.58 2.02 -0.72
O1 -0.56 1.84 0.13
O2 1.69 2.59 0.06
O3 1.06 0.79 -1.34
O4 0.14 2.91 -1.78
C1 2.43 -3.10 -3.36
C2 3.62 -3.20 -2.38
O5 4.23 -4.31 -2.30
N1 3.97 -2.16 -1.61
C3 5.02 -2.10 -0.61
H1 2.78 -3.39 -4.35
H2 1.76 -2.25 -3.44
H3 1.68 -3.81 -3.01
H4 3.32 -1.39 -1.62
H5 5.93 -1.62 -0.98
H6 5.36 -3.06 -0.23
H7 4.69 -1.40 0.17
C4 -2.67 -1.29 -3.11
C5 -2.84 -0.53 -4.51
O6 -3.45 -1.14 -5.38
N2 -2.29 0.69 -4.67
C6 -2.77 1.62 -5.71
H8 -3.66 -1.44 -2.68
H9 -2.04 -0.68 -2.46
H10 -2.35 -2.33 -3.18
H11 -1.69 1.07 -3.95
H12 -2.24 1.47 -6.65
H13 -2.41 2.59 -5.39
H14 -3.85 1.72 -5.85
C7 -5.18 1.48 -0.22
C8 -5.24 0.43 0.83
O7 -6.29 -0.14 1.04
N3 -4.08 0.17 1.54
C9 -3.82 -1.02 2.24
H15 -4.50 2.28 0.09
H16 -6.18 1.84 -0.47
H17 -4.84 1.01 -1.15
H18 -3.31 0.65 1.10
H19 -3.31 -0.75 3.16
H20 -3.28 -1.62 1.50
H21 -4.70 -1.65 2.38
C10 3.79 -0.40 7.25
C11 3.66 -0.50 5.80
O8 4.48 -1.00 5.11
N4 2.56 -0.02 5.33
C12 1.96 -0.20 4.06
H22 4.22 0.57 7.52
H23 4.45 -1.18 7.63
H24 2.85 -0.50 7.79
H25 2.15 0.62 5.98
H26 1.00 0.31 4.16
H27 1.85 -1.27 3.83
H28 2.54 0.16 3.22

The LUMO energy is -6.927 eV. Its total energy is -48250.980 eV. The HOMO energy comes out at -10.969 eV. The calculation puts the orbital gap at 4.04 eV. As for the charge: +2. Its largest force on an atom is 0.08446 hartree/bohr.

Formula: C12H28N6O6SYb
Source: the Open Molecules 2025 dataset
Level of theory: ωB97M-V/def2-TZVPD

Atoms and positions in Å:
O1 0.38 -1.43 -4.03
H1 -0.16 -1.92 -4.67
Yb1 0.21 -0.02 -2.41
N1 1.82 -1.52 -1.35
N2 -0.61 -1.94 -0.84
N3 0.76 2.07 -1.04
N4 -0.87 1.02 0.49
O2 2.99 -1.22 -1.67
O3 1.66 2.71 -1.96
O4 -2.05 0.40 0.84
O5 -1.59 -2.09 -0.02
C1 0.05 -3.05 -1.24
C2 1.37 -2.77 -1.70
C3 0.15 2.97 -0.26
C4 -0.88 2.39 0.52
C5 2.14 -3.62 -2.66
H2 2.08 -3.15 -3.66
H3 1.72 -4.64 -2.72
H4 3.20 -3.65 -2.34
C6 -0.62 -4.37 -1.34
H5 -1.58 -4.25 -1.86
H6 -0.81 -4.78 -0.34
H7 0.01 -5.07 -1.89
C7 0.51 4.40 -0.16
C8 -1.86 3.16 1.32
H8 1.17 4.65 -1.00
H9 1.03 4.57 0.79
H10 -0.39 5.02 -0.19
H11 -2.48 2.50 1.95
H12 -2.53 3.74 0.67
H13 -1.35 3.90 1.96
H14 2.37 2.06 -2.11
H15 -1.89 -0.56 0.52
C9 -2.03 0.31 -3.05
H16 -1.96 -0.03 -4.09
H17 -2.35 1.36 -2.96
H18 -2.74 -0.31 -2.50
O6 1.58 0.74 -4.09
H19 1.29 -0.19 -4.42
H20 1.37 1.39 -4.78
C10 0.95 1.23 5.04
N5 0.28 1.24 3.73
C11 0.16 0.16 2.93
S1 0.66 0.24 1.25
N6 -0.28 -1.00 3.44
C12 -0.96 -1.14 4.72
H21 1.02 0.21 5.43
H22 0.39 1.86 5.75
H23 1.95 1.66 4.92
H24 0.49 2.09 3.18
H25 -0.40 -1.73 2.74
H26 -1.91 -1.66 4.56
H27 -0.34 -1.78 5.37
H28 -1.14 -0.17 5.20

The LUMO energy (alpha / beta) is -5.919 / -5.925 eV. Its total energy is -76473.696 eV. As for the spin multiplicity: 2. Its expectation value of S² is 0.75. The HOMO energy (alpha / beta) comes out at -9.163 / -9.164 eV. The calculation puts the orbital gap (alpha / beta) at 3.24 / 3.24 eV. As for the charge: +1. Its largest force on an atom is 0.04242 hartree/bohr.

Formula: C12H28N7O13Pb
Source: the Open Molecules 2025 dataset
Level of theory: ωB97M-V/def2-TZVPD

Atoms and positions in Å:
Pb1 -12.44 -20.13 -17.71
N1 -15.26 -18.86 -18.47
O1 -15.22 -19.75 -17.61
O2 -16.19 -18.65 -19.24
O3 -14.19 -18.34 -18.69
N2 -13.18 -22.91 -15.36
O4 -12.49 -23.89 -15.46
O5 -13.87 -22.64 -14.36
O6 -13.12 -22.00 -16.22
N3 -13.62 -18.52 -14.56
O7 -13.22 -17.60 -13.90
O8 -13.06 -18.75 -15.64
O9 -14.59 -19.15 -14.17
C1 -15.47 -22.54 -19.97
C2 -14.32 -21.59 -20.29
O10 -13.49 -21.35 -19.39
N4 -14.22 -21.16 -21.55
C3 -13.49 -20.08 -21.95
H1 -16.47 -22.20 -20.23
H2 -15.55 -22.55 -18.88
H3 -15.30 -23.52 -20.41
H4 -14.95 -21.47 -22.18
H5 -12.46 -20.44 -21.98
H6 -13.68 -19.31 -21.21
H7 -13.82 -19.74 -22.93
C4 -9.36 -23.11 -19.63
C5 -10.38 -23.10 -18.49
O11 -10.70 -21.94 -18.16
N5 -10.76 -24.19 -17.78
C6 -10.78 -25.55 -18.32
H8 -9.29 -24.03 -20.22
H9 -8.36 -22.88 -19.25
H10 -9.54 -22.25 -20.27
H11 -10.90 -23.97 -16.80
H12 -11.80 -25.94 -18.21
H13 -10.15 -26.20 -17.71
H14 -10.52 -25.61 -19.37
C7 -9.55 -18.27 -14.71
C8 -9.44 -18.99 -15.97
O12 -10.39 -19.47 -16.63
N6 -8.28 -19.16 -16.54
C9 -7.99 -19.84 -17.88
H15 -10.49 -18.53 -14.24
H16 -9.63 -17.20 -14.92
H17 -8.77 -18.48 -13.98
H18 -7.51 -18.88 -15.94
H19 -7.61 -19.19 -18.67
H20 -8.84 -20.33 -18.34
H21 -7.13 -20.43 -17.55
C10 -9.43 -17.85 -20.79
C11 -10.34 -17.87 -19.56
O13 -11.00 -18.81 -19.19
N7 -10.59 -16.63 -19.02
C12 -11.63 -16.44 -18.00
H22 -8.41 -17.86 -20.42
H23 -9.62 -17.00 -21.44
H24 -9.56 -18.76 -21.38
H25 -10.10 -15.77 -19.25
H26 -12.49 -15.92 -18.42
H27 -11.18 -15.95 -17.14
H28 -11.99 -17.31 -17.44

The LUMO energy is 1.988 eV. Its total energy is -55185.960 eV. For the energy relative to the best compared isomer or geometry (same formula, charge and spin), the calculation gives 289.2 kJ/mol. The HOMO energy comes out at -4.296 eV. The calculation puts the orbital gap at 6.28 eV. As for the charge: -1. Its largest force on an atom is 0.08685 hartree/bohr.

Formula: C12H29AuCl2N2PS
Source: the Open Molecules 2025 dataset
Level of theory: ωB97M-V/def2-TZVPD

Atoms and positions in Å:
Au1 0.05 -0.34 1.20
Cl1 -1.22 1.63 0.36
Cl2 1.20 -2.08 -0.10
H1 -1.50 -0.96 0.71
H2 1.12 0.49 0.07
P1 -0.09 0.16 -2.83
C1 0.21 1.87 -3.38
C2 1.06 -0.99 -3.64
C3 -1.87 -0.24 -3.13
C4 1.19 2.58 -2.46
H3 -0.74 2.37 -3.27
C5 0.64 1.97 -4.85
H4 1.66 1.57 -5.01
H5 0.68 3.03 -5.16
H6 -0.06 1.47 -5.54
H7 0.74 2.69 -1.46
H8 1.44 3.58 -2.85
H9 2.14 2.03 -2.33
H10 -2.36 0.58 -2.60
C6 -2.32 -1.53 -2.44
C7 -2.21 -0.16 -4.61
H11 -2.17 0.87 -4.99
H12 -3.24 -0.50 -4.80
H13 -1.56 -0.79 -5.23
H14 -1.66 -1.79 -1.61
H15 -2.37 -2.40 -3.11
H16 -3.32 -1.40 -2.01
C8 2.49 -0.76 -3.14
H17 1.02 -0.77 -4.73
C9 0.73 -2.47 -3.43
H18 2.89 0.23 -3.39
H19 3.16 -1.50 -3.60
H20 2.47 -0.91 -2.05
H21 0.75 -2.67 -2.36
H22 1.51 -3.08 -3.91
H23 -0.22 -2.78 -3.86
S1 -0.42 -0.48 3.52
C10 0.42 1.00 3.69
N1 1.76 1.17 3.74
C11 2.15 2.54 4.05
C12 0.81 3.28 4.15
N2 -0.16 2.19 3.96
H24 2.41 0.39 3.68
H25 2.80 3.00 3.31
H26 2.71 2.56 5.00
H27 0.71 4.06 3.42
H28 0.67 3.74 5.12
H29 -1.13 2.37 3.71

The LUMO energy (alpha / beta) is 2.616 / 2.524 eV. Its total energy is -64754.779 eV. For the energy relative to the best compared isomer or geometry (same formula, charge and spin), the calculation gives 0.0 kJ/mol. As for the spin multiplicity: 3. Its expectation value of S² is 2.01. The HOMO energy (alpha / beta) comes out at -2.621 / -3.405 eV. The calculation puts the orbital gap (alpha / beta) at 5.24 / 5.93 eV. As for the charge: -1. Its largest force on an atom is 0.07223 hartree/bohr.

Formula: C12H29Br2F9N6O13SSi2
Source: the Open Molecules 2025 dataset
Level of theory: ωB97M-V/def2-TZVPD

Atoms and positions in Å:
C1 -3.72 1.12 3.22
C2 -3.77 -0.07 2.23
Si1 -2.10 -0.27 1.44
Br1 -1.94 0.92 -0.43
O1 -1.73 -1.84 1.06
Si2 -0.88 -2.82 2.08
Br2 -1.89 -4.77 2.30
C3 0.87 -3.02 1.45
C4 1.76 -1.84 1.90
C5 2.94 -2.24 2.78
F1 3.82 -1.21 2.83
F2 3.58 -3.31 2.26
C6 2.50 -2.62 4.24
F3 1.91 -3.82 4.17
F4 1.60 -1.73 4.67
S1 3.87 -2.70 5.58
F5 3.71 -4.27 5.75
F6 4.99 -2.94 4.47
F7 4.05 -1.12 5.44
F8 2.77 -2.48 6.72
F9 5.00 -2.71 6.69
H1 -3.46 0.79 4.22
H2 -2.96 1.86 2.92
H3 -4.67 1.66 3.23
H4 -3.98 -1.00 2.77
H5 -4.54 0.10 1.48
H6 -1.07 0.28 2.35
H7 -0.85 -2.17 3.41
H8 0.79 -3.00 0.36
H9 1.26 -3.99 1.75
H10 1.21 -1.03 2.39
H11 2.25 -1.39 1.02
C7 -1.97 -1.29 -4.19
N1 -2.89 -0.23 -3.69
O2 -3.86 -0.57 -3.06
O3 -2.59 0.92 -3.95
H12 -2.36 -2.25 -3.87
H13 -1.93 -1.20 -5.27
H14 -0.99 -1.09 -3.75
C8 1.24 4.12 -1.40
N2 1.10 2.97 -0.47
O4 1.07 1.86 -0.96
O5 1.00 3.21 0.72
H15 1.27 3.72 -2.41
H16 0.38 4.76 -1.26
H17 2.16 4.64 -1.16
C9 -1.17 -9.70 0.49
N3 -1.52 -8.34 0.98
O6 -2.48 -8.23 1.72
O7 -0.82 -7.43 0.60
H18 -1.88 -10.41 0.91
H19 -1.22 -9.68 -0.59
H20 -0.16 -9.91 0.82
C10 -1.39 5.41 1.57
N4 -2.56 4.81 0.88
O8 -3.18 3.94 1.47
O9 -2.82 5.22 -0.23
H21 -1.29 4.94 2.55
H22 -0.52 5.22 0.96
H23 -1.58 6.47 1.66
C11 3.07 6.34 -5.56
N5 2.71 5.92 -4.18
O10 3.55 5.99 -3.31
O11 1.58 5.51 -4.02
H24 4.11 6.68 -5.55
H25 2.93 5.48 -6.20
H26 2.40 7.14 -5.84
C12 -0.76 2.37 -5.87
N6 0.73 2.40 -5.91
O12 1.33 1.35 -5.86
O13 1.25 3.50 -5.97
H27 -1.07 1.33 -5.80
H28 -1.07 2.93 -4.99
H29 -1.12 2.84 -6.77

The LUMO energy is 0.096 eV. Its total energy is -239592.720 eV. The HOMO energy comes out at -9.894 eV. The calculation puts the orbital gap at 9.99 eV. Its largest force on an atom is 0.01143 hartree/bohr.

Formula: C12H29ClIN2P2SeSm
Source: the Open Molecules 2025 dataset
Level of theory: ωB97M-V/def2-TZVPD

Atoms and positions in Å:
C1 -3.41 3.35 -2.85
I1 -1.35 2.53 -2.58
H1 -4.14 2.69 -2.36
H2 -3.56 3.39 -3.93
H3 -3.40 4.34 -2.41
Sm1 -0.88 0.33 -0.55
P1 -1.28 -1.49 -2.86
C2 -0.32 -1.43 -4.42
C3 -0.94 -3.22 -2.35
H4 -1.13 -3.91 -3.19
H5 -3.14 -2.40 -4.21
H6 -1.58 -3.48 -1.49
H7 -3.65 -1.82 -2.59
H8 0.75 -1.50 -4.17
H9 0.11 -3.29 -2.03
C4 -3.01 -1.61 -3.45
H10 -0.59 -2.26 -5.09
H11 -3.30 -0.64 -3.87
H12 -0.50 -0.47 -4.91
P2 -0.44 1.94 1.84
C5 0.79 3.29 2.00
C6 -1.99 2.83 2.29
H13 -0.75 0.13 3.43
H14 -0.15 1.62 4.26
H15 0.97 0.60 3.29
C7 -0.06 0.98 3.36
H16 -2.82 2.11 2.35
H17 -1.88 3.36 3.25
H18 0.77 3.74 3.01
H19 0.58 4.06 1.25
H20 -2.22 3.55 1.50
H21 1.79 2.87 1.81
Cl1 -2.57 -1.09 0.73
C8 0.72 -2.72 1.67
N1 1.90 -1.88 1.84
C9 2.75 -1.87 2.94
C10 3.75 -0.99 2.66
N2 3.50 -0.47 1.40
C11 4.35 0.48 0.75
C12 2.37 -1.03 0.88
Se1 1.73 -0.77 -0.85
H22 0.56 -3.33 2.58
H23 0.87 -3.38 0.80
H24 -0.18 -2.10 1.50
H25 2.61 -2.48 3.81
H26 4.63 -0.72 3.20
H27 4.36 1.43 1.30
H28 5.38 0.10 0.75
H29 4.00 0.64 -0.27

The LUMO energy (alpha / beta) is -7.320 / -6.609 eV. Its total energy is -138335.014 eV. For the energy relative to the best compared isomer or geometry (same formula, charge and spin), the calculation gives 0.0 kJ/mol. As for the spin multiplicity: 6. Its expectation value of S² is 8.76. The HOMO energy (alpha / beta) comes out at -14.551 / -14.543 eV. The calculation puts the orbital gap (alpha / beta) at 7.23 / 7.93 eV. As for the charge: +2. Its largest force on an atom is 0.04335 hartree/bohr.